1.
C24H19FeN4O2S6 | wB97M-V/def2-TZVPD

Positions of all 56 atoms, in Å:
Fe: -0.706 -0.125 -0.397
N: -1.462 0.375 1.470
C: -2.549 -0.514 1.790
C: -3.252 -0.478 2.950
C: -4.337 -1.372 3.169
C: -4.694 -2.269 2.212
C: -3.975 -2.336 0.991
C: -4.291 -3.228 -0.064
C: -3.536 -3.219 -1.188
C: -2.427 -2.328 -1.284
N: -2.113 -1.497 -0.330
C: -2.887 -1.474 0.797
H: -1.743 1.350 1.526
H: -0.677 0.259 2.106
H: -2.984 0.251 3.705
H: -4.883 -1.329 4.103
H: -5.530 -2.942 2.368
H: -5.130 -3.907 0.043
H: -3.747 -3.890 -2.011
H: -1.754 -2.322 -2.138
C: 6.285 -0.511 0.166
C: 5.013 0.289 0.233
C: 4.263 0.346 1.402
C: 3.049 1.020 1.443
C: 2.600 1.661 0.303
C: 3.338 1.627 -0.878
C: 4.535 0.937 -0.906
S: 1.128 2.609 0.340
O: 0.669 2.680 1.721
O: 1.423 3.864 -0.322
N: 0.147 1.716 -0.557
C: -1.054 2.245 -0.948
C: -1.476 3.598 -0.939
C: -2.760 3.860 -1.344
C: -3.623 2.819 -1.724
C: -3.143 1.531 -1.659
N: -1.890 1.244 -1.293
H: 6.656 -0.750 1.165
H: 7.065 0.028 -0.376
H: 6.112 -1.450 -0.370
H: 4.618 -0.171 2.288
H: 2.456 1.056 2.346
H: 2.960 2.126 -1.761
H: 5.101 0.877 -1.831
H: -0.802 4.381 -0.629
H: -3.114 4.884 -1.362
H: -4.638 3.010 -2.046
H: -3.770 0.682 -1.914
S: 5.752 -3.032 -1.981
C: 4.215 -2.477 -1.640
S: 3.509 -2.502 -0.089
C: 1.983 -1.737 -0.460
C: 1.792 -1.438 -1.757
S: 0.320 -0.779 -2.450
S: 3.156 -1.793 -2.792
S: 0.802 -1.458 0.801

Calculated values
**E_tot**: -134655.1284 eV
**Spin multiplicity**: 1
**Total charge**: -1
**Relative energy (zero: lowest compared OMol25 entry of this formula, charge and spin)**: 0.0 kcal/mol
**HOMO-LUMO gap**: 5.22 eV


2.
C24H19N5O8RhSSe | wB97M-V/def2-TZVPD

Positions of all 59 atoms, in Å:
Rh: 0.904 -1.167 0.288
O: -0.618 -0.329 3.983
C: -0.057 -0.352 2.914
N: 0.587 -1.402 2.297
C: 1.189 -2.344 3.064
O: 1.018 -2.560 4.249
C: 2.313 -3.143 2.407
C: 2.672 -4.346 2.994
C: 3.686 -5.108 2.459
C: 4.350 -4.659 1.327
C: 3.991 -3.453 0.781
N: 3.030 -2.707 1.353
C: 0.170 0.953 2.169
C: -0.349 2.142 2.667
C: 0.006 3.323 2.044
C: 0.860 3.285 0.947
C: 1.290 2.055 0.485
N: 0.959 0.919 1.091
H: 2.098 -4.652 3.854
H: 3.950 -6.057 2.907
H: 5.120 -5.242 0.844
H: 4.406 -3.020 -0.112
H: -0.997 2.098 3.530
H: -0.375 4.269 2.408
H: 1.157 4.187 0.430
H: 1.918 1.960 -0.394
C: -3.584 5.563 -1.471
C: -3.255 4.129 -1.160
C: -2.058 3.559 -1.565
C: -1.759 2.231 -1.276
C: -2.666 1.456 -0.585
C: -3.880 2.007 -0.183
C: -4.162 3.329 -0.462
S: -2.399 -0.265 -0.175
O: -2.465 -0.343 1.257
O: -3.371 -0.967 -0.972
N: -0.894 -0.592 -0.589
C: -0.395 -0.608 -1.866
C: -1.001 -0.487 -3.118
C: -0.166 -0.575 -4.213
C: 1.208 -0.793 -4.072
C: 1.726 -0.927 -2.800
N: 0.935 -0.784 -1.742
H: -2.734 6.074 -1.923
H: -3.863 6.110 -0.568
H: -4.423 5.633 -2.166
H: -1.341 4.157 -2.117
H: -0.821 1.807 -1.603
H: -4.591 1.394 0.356
H: -5.106 3.753 -0.135
H: -2.072 -0.388 -3.203
H: -0.595 -0.504 -5.205
H: 1.849 -0.906 -4.934
H: 2.755 -1.182 -2.594
O: 0.612 -4.402 0.758
Se: 0.751 -3.432 -0.549
O: 2.182 -3.678 -1.316
O: 2.809 -1.515 0.777
O: -0.502 -3.504 -1.574

Calculated values
**E_tot**: -128216.3718 eV
**Spin multiplicity**: 1
**Total charge**: -1
**Relative energy (zero: lowest compared OMol25 entry of this formula, charge and spin)**: 65.4 kcal/mol
**HOMO-LUMO gap**: 7.38 eV


3.
C24H19N6O4PdS | wB97M-V/def2-TZVPD

Positions of all 55 atoms, in Å:
Pd: 1.703 -0.604 0.492
O: 3.474 -0.496 -0.421
C: 3.868 0.590 -1.045
C: 4.723 0.396 -2.123
C: 5.221 1.451 -2.820
C: 4.922 2.797 -2.454
C: 4.158 3.022 -1.345
C: 3.567 1.964 -0.635
C: 2.809 2.326 0.441
N: 2.024 1.457 1.064
N: 1.437 1.870 2.141
C: 0.740 0.805 2.717
O: 0.999 -0.386 2.473
C: -0.300 1.162 3.691
C: -0.698 2.481 3.895
C: -1.809 2.738 4.663
C: -2.540 1.696 5.228
C: -2.125 0.385 5.030
C: -1.030 0.107 4.242
H: 4.972 -0.629 -2.354
H: 5.892 1.284 -3.654
H: 5.376 3.617 -2.998
H: 3.921 4.009 -0.955
H: 2.735 3.324 0.875
H: -0.082 3.284 3.476
H: -2.140 3.768 4.846
H: -3.434 1.901 5.803
H: -2.680 -0.453 5.404
H: -0.742 -0.906 4.005
N: -4.725 0.163 -4.712
C: -3.955 0.013 -3.600
C: -3.816 -1.250 -3.002
C: -3.017 -1.391 -1.901
C: -2.298 -0.291 -1.452
C: -2.453 0.976 -2.013
C: -3.285 1.145 -3.076
S: -1.196 -0.507 -0.159
O: -0.600 0.777 0.099
O: -1.820 -1.265 0.866
N: 0.031 -1.371 -0.852
C: 0.160 -2.722 -0.477
N: 1.285 -2.922 0.229
C: 1.538 -4.178 0.634
C: 0.656 -5.217 0.322
C: -0.445 -4.903 -0.473
N: -0.674 -3.638 -0.886
H: -5.178 -0.610 -5.147
H: -4.828 1.053 -5.163
H: -4.308 -2.123 -3.416
H: -2.882 -2.343 -1.393
H: -1.883 1.813 -1.603
H: -3.411 2.095 -3.530
H: 2.450 -4.383 1.176
H: 0.850 -6.224 0.645
H: -1.159 -5.659 -0.797

Calculated values
**E_tot**: -56631.3421 eV
**Spin multiplicity**: 5
**Total charge**: +1
**Relative energy (zero: lowest compared OMol25 entry of this formula, charge and spin)**: 0.0 kcal/mol
**⟨S²⟩**: 6.05
**HOMO-LUMO gap (spin up / spin down)**: 7.44 / 4.49 eV